{"formula": "C19H23N5O7P2SSr", "method": "wB97M-V/def2-TZVPD", "species": ["Sr", "O", "P", "O", "O", "O", "P", "O", "O", "O", "H", "H", "S", "C", "N", "C", "C", "C", "C", "C", "C", "H", "H", "H", "H", "H", "N", "C", "C", "C", "C", "C", "N", "C", "H", "H", "H", "H", "C", "C", "N", "C", "C", "N", "C", "C", "H", "H", "H", "H", "H", "H", "H", "H", "H", "H", "H", "H"], "coordinates": [[-0.11460, 0.47136, 0.78537], [-1.55032, 3.60401, 3.27554], [-1.47655, 2.18920, 2.56584], [-2.57008, 1.26193, 2.89041], [-1.12263, 2.45024, 1.12280], [-0.05864, 1.51772, 3.17681], [0.19380, -0.07378, 3.69949], [1.79249, -0.03382, 3.65497], [-0.32497, -0.34957, 5.03679], [-0.19861, -0.89019, 2.47910], [-2.01637, 3.56252, 4.12344], [2.18288, -0.05302, 4.53967], [-4.87804, -0.87796, 0.85621], [-3.16602, -0.83407, 1.02792], [-2.49503, -0.26745, 0.07434], [-3.38816, 0.21956, -0.89401], [-3.01153, 0.93165, -2.03395], [-3.99053, 1.35703, -2.90395], [-5.34410, 1.08300, -2.64652], [-5.72556, 0.39448, -1.51546], [-4.72679, -0.03244, -0.63610], [-2.68145, -1.25826, 1.89979], [-1.97329, 1.16653, -2.23030], [-3.71494, 1.91609, -3.78832], [-6.09866, 1.42499, -3.34266], [-6.77155, 0.19888, -1.32014], [6.99521, 0.94901, 1.40618], [5.94515, 1.41350, 1.38971], [4.60789, 1.98361, 1.36547], [4.33478, 3.22104, 1.93062], [3.04296, 3.70205, 1.86766], [2.08604, 2.92302, 1.24002], [2.33128, 1.71957, 0.70063], [3.58331, 1.26868, 0.77014], [5.12720, 3.78204, 2.40891], [2.76451, 4.65175, 2.29921], [1.06022, 3.27467, 1.18618], [3.78490, 0.29266, 0.34608], [1.96629, -1.61912, -1.01678], [2.39869, -2.85409, -1.85028], [1.25039, -3.38714, -2.58838], [0.23464, -3.84050, -1.62976], [-0.14214, -2.69318, -0.65761], [0.50862, -1.44302, -1.09405], [0.13152, -1.18036, -2.48876], [0.68297, -2.30728, -3.40343], [2.43326, -0.70220, -1.38798], [2.24835, -1.73351, 0.03487], [2.78957, -3.63777, -1.20049], [3.18282, -2.59362, -2.56197], [0.62369, -4.70232, -1.08732], [-0.63549, -4.17452, -2.19647], [0.18407, -2.90151, 0.36353], [-1.21706, -2.51708, -0.62552], [0.51991, -0.20292, -2.78902], [-0.95788, -1.12250, -2.53289], [1.47061, -1.93380, -4.05982], [-0.10702, -2.71378, -4.03574]], "lumo_energy_ev": -0.306, "multiplicity": 1, "relative_energy_kj_mol": 0.00}

=====

{"formula": "C19H23N6O3S2Sn", "method": "wB97M-V/def2-TZVPD", "species": ["Sn", "N", "N", "C", "N", "S", "H", "H", "H", "H", "H", "C", "O", "C", "C", "C", "C", "C", "C", "N", "N", "C", "C", "C", "C", "O", "C", "N", "C", "C", "C", "C", "H", "H", "H", "H", "H", "H", "H", "H", "H", "H", "H", "H", "C", "S", "C", "O", "H", "H", "H", "H", "H", "H"], "coordinates": [[0.16334, 2.66611, -3.01179], [2.68314, 2.70001, -2.14759], [3.19074, 4.01251, -2.14159], [2.38364, 5.05031, -1.88429], [2.93004, 6.24781, -1.67039], [0.68714, 4.94151, -1.81779], [2.51664, 2.40981, -1.14479], [3.38684, 2.09941, -2.56719], [4.16974, 4.10731, -1.87469], [3.91694, 6.43521, -1.75649], [2.30814, 7.02951, -1.53629], [0.98944, -4.26229, 4.26231], [0.17254, -3.23029, 3.74881], [-0.52846, -3.45039, 2.61531], [-0.47566, -4.61399, 1.84671], [-1.23616, -4.72669, 0.70271], [-2.03926, -3.66859, 0.26771], [-2.10476, -2.50709, 1.05181], [-1.37216, -2.40979, 2.20741], [-2.78276, -3.87739, -0.88229], [-3.14236, -2.99229, -1.65399], [-2.73396, -1.67579, -1.66969], [-3.68936, -0.67339, -1.75709], [-3.33416, 0.66771, -1.80809], [-2.00796, 1.06081, -1.84669], [-1.65326, 2.34051, -1.90289], [-1.00436, 0.05671, -1.83449], [0.28354, 0.46171, -1.95749], [1.24484, -0.43529, -1.88749], [0.99774, -1.80479, -1.81269], [-0.30376, -2.24949, -1.79869], [-1.35256, -1.31909, -1.74089], [1.41094, -3.86989, 5.18571], [1.80074, -4.51069, 3.57161], [0.40864, -5.16139, 4.48481], [0.14694, -5.44049, 2.14731], [-1.19946, -5.62879, 0.11181], [-2.77346, -1.70559, 0.77471], [-1.43586, -1.53489, 2.83401], [-4.73176, -0.95089, -1.73169], [-4.09236, 1.43381, -1.82659], [2.26004, -0.06559, -1.92359], [1.82124, -2.50039, -1.83219], [-0.51046, -3.30879, -1.85349], [0.21504, 3.83351, 1.87461], [0.57094, 2.48911, 0.68201], [0.38384, 1.12341, 1.88801], [2.03974, 2.55521, 0.41811], [0.94954, 3.85611, 2.67261], [-0.77926, 3.65151, 2.26601], [0.22434, 4.77411, 1.33381], [1.11614, 1.22111, 2.68231], [0.53614, 0.18671, 1.36181], [-0.62496, 1.16221, 2.28071]], "total_charge": 1, "lumo_energy_ev": -2.831, "multiplicity": 1}

=====

{"formula": "C19H23N7O4RhS2", "method": "wB97M-V/def2-TZVPD", "species": ["Rh", "N", "C", "C", "N", "C", "C", "N", "C", "C", "N", "H", "H", "H", "H", "H", "H", "C", "C", "C", "C", "C", "C", "C", "S", "O", "O", "N", "C", "C", "O", "O", "H", "H", "H", "H", "H", "H", "H", "H", "H", "S", "C", "N", "C", "C", "C", "N", "H", "H", "H", "H", "H", "H", "H", "H"], "coordinates": [[-0.67853, 0.46380, -0.20355], [-2.57069, -1.89540, 2.85043], [-2.66149, -2.95141, 1.96936], [-2.06332, -2.53012, 0.82475], [-1.61520, -1.24286, 0.99356], [-1.93438, -0.88678, 2.21767], [-1.57969, 0.43341, 2.71166], [-1.07407, 1.32829, 1.89440], [-0.79913, 2.44108, 2.65000], [-1.15731, 2.21100, 3.94258], [-1.65526, 0.92628, 3.96876], [-2.95234, -1.88354, 3.78024], [-3.12725, -3.88426, 2.23640], [-1.91344, -3.06814, -0.09602], [-0.37512, 3.33019, 2.21217], [-1.09951, 2.82377, 4.82655], [-1.97728, 0.44578, 4.79122], [-0.64610, 7.46974, -3.15599], [-0.15794, 6.07313, -2.86643], [-0.62297, 4.98072, -3.59240], [-0.19451, 3.69148, -3.30297], [0.73079, 3.49954, -2.28722], [1.23838, 4.57779, -1.57277], [0.78703, 5.85178, -1.86246], [1.25850, 1.86063, -1.90160], [2.58730, 1.62444, -2.38146], [0.18435, 0.98121, -2.37552], [1.15331, 1.80765, -0.27854], [2.27695, 1.44334, 0.41486], [2.33829, -0.40951, 0.45372], [3.45447, -0.72517, 0.73311], [1.22602, -0.87031, 0.21451], [-1.37013, 7.47898, -3.97054], [0.18402, 8.12258, -3.43339], [-1.11887, 7.90535, -2.27331], [-1.31289, 5.14577, -4.41439], [-0.55202, 2.83592, -3.86264], [1.98604, 4.42153, -0.80438], [1.18195, 6.69760, -1.31071], [2.19520, 1.60488, 1.48686], [3.24187, 1.70192, -0.01132], [-2.97528, 0.83125, -0.86765], [-3.16040, 1.84436, -2.25655], [-2.84349, 1.41740, -3.47049], [-3.07608, 2.18901, -4.69322], [-4.25986, 3.11407, -4.47600], [-4.02677, 3.94779, -3.22907], [-3.66600, 3.06455, -2.11473], [-2.41090, 0.50916, -3.52175], [-3.27307, 1.48948, -5.50087], [-2.18134, 2.76025, -4.95234], [-5.16713, 2.52020, -4.35673], [-4.38650, 3.76420, -5.33991], [-4.92618, 4.49107, -2.95177], [-3.22820, 4.67333, -3.39228], [-3.90764, 3.32103, -1.17172]], "total_charge": 1, "lumo_energy_ev": [-2.191, -4.017], "multiplicity": 5, "relative_energy_kj_mol": 0.00}

=====

{"formula": "C19H24AgO4PS3", "method": "wB97M-V/def2-TZVPD", "species": ["Ag", "C", "C", "O", "P", "O", "C", "C", "O", "C", "C", "H", "H", "H", "H", "H", "H", "H", "H", "H", "H", "H", "H", "H", "H", "H", "O", "C", "C", "C", "C", "C", "S", "C", "C", "C", "C", "S", "C", "C", "C", "C", "S", "H", "H", "H", "H", "H", "H", "H", "H", "H"], "coordinates": [[0.07489, 0.77102, -0.15073], [4.11477, 1.32362, 0.06163], [3.19783, 2.43050, 0.46667], [2.40318, 2.14776, 1.67839], [0.79299, 2.02969, 1.66885], [0.54481, 1.23412, 3.01052], [0.52891, -0.22640, 3.04307], [1.91793, -0.87864, 2.84848], [0.21126, 3.49214, 1.97495], [0.67175, 4.22191, 3.17228], [1.55548, 5.37188, 2.73367], [4.58154, 1.62407, -0.89140], [3.48272, 0.47189, -0.01115], [4.91830, 1.10599, 0.82431], [2.47905, 2.56044, -0.34127], [3.62214, 3.40945, 0.70455], [-0.17305, -0.65898, 2.35733], [0.12741, -0.39809, 4.08428], [2.02425, -1.06304, 1.79858], [1.97652, -1.85992, 3.38596], [2.72798, -0.18447, 3.20821], [1.09146, 3.47957, 3.86839], [-0.26694, 4.63577, 3.58322], [2.60755, 5.11635, 2.63755], [1.44564, 6.20583, 3.43544], [1.12683, 5.65927, 1.77688], [-0.40223, -0.33159, -1.82356], [-1.37318, -1.36128, -1.79442], [-1.45204, -1.90449, -0.39141], [-0.71364, -2.94383, 0.07454], [-1.07222, -3.21005, 1.42933], [-1.93446, -2.35422, 2.00002], [-2.35241, -1.11632, 0.85711], [-1.10885, -2.48029, -2.69664], [-0.10786, -2.49294, -3.62440], [-0.04506, -3.66700, -4.39003], [-0.98401, -4.55561, -4.04792], [-2.03886, -3.93933, -2.78149], [-2.70544, -0.79092, -2.27618], [-2.81247, 0.18203, -3.21919], [-4.15124, 0.41280, -3.67799], [-5.05091, -0.39964, -3.05260], [-4.24736, -1.41672, -1.90424], [-0.05368, -3.54203, -0.47103], [-0.64270, -4.04364, 1.99821], [-2.29621, -2.31660, 3.03342], [0.73638, -1.80736, -3.59171], [0.73508, -3.79326, -5.16536], [-1.18384, -5.60460, -4.32185], [-1.95589, 0.75556, -3.59101], [-4.44509, 1.18991, -4.38429], [-6.12700, -0.49032, -3.11598]], "lumo_energy_ev": 0.651, "multiplicity": 1, "relative_energy_kj_mol": 0.00}

=====

{"formula": "C19H24Br2F4N2O5", "method": "wB97M-V/def2-TZVPD", "species": ["C", "C", "C", "C", "C", "C", "C", "O", "C", "C", "C", "C", "O", "C", "N", "C", "C", "C", "F", "Br", "C", "F", "F", "Br", "C", "O", "N", "O", "C", "F", "H", "H", "H", "H", "H", "H", "H", "H", "H", "H", "H", "H", "H", "H", "H", "H", "H", "H", "H", "H", "H", "C", "O", "H", "H", "H"], "coordinates": [[-1.78448, -5.39622, -3.29262], [-0.63000, -5.20550, -2.92075], [0.91162, -5.18894, -2.55306], [1.34811, -3.68231, -2.26109], [1.62295, -3.38317, -0.69423], [0.92136, -1.97649, -0.41234], [1.63123, -0.66369, -0.42059], [3.00326, -0.67228, -0.65074], [0.80259, 0.58190, -0.17827], [1.54147, 1.98532, -0.19341], [1.78014, 2.44267, 1.33552], [2.16444, 1.20685, 2.27559], [0.98501, 0.65777, 2.91900], [1.37940, -0.56932, 3.58798], [-0.59298, 0.49259, 0.03308], [-1.45239, 1.71386, 0.23498], [-1.87888, 2.27508, -1.19834], [-3.38942, 2.01878, -1.59852], [-4.27224, 1.87607, -0.51140], [-4.02176, 3.64539, -2.58911], [-3.61178, 0.75298, -2.57793], [-2.48655, -0.07177, -2.69662], [-3.98443, 1.21934, -3.85081], [-5.10063, -0.43980, -1.98777], [-1.27454, -0.75159, 0.07003], [-2.68565, -0.83312, 0.28834], [-2.91640, -1.34561, 1.57641], [-2.21446, -0.79317, 2.34619], [-0.57913, -2.05168, -0.15276], [-1.20642, -3.27704, -0.16029], [-2.77285, -5.90260, -3.46647], [1.45745, -5.52878, -3.49518], [1.06872, -5.90366, -1.69612], [2.23450, -3.32090, -2.86090], [0.46422, -3.02884, -2.56829], [2.72685, -3.36075, -0.45552], [1.12177, -4.13532, -0.01361], [3.26644, 0.08727, -1.21298], [0.91106, 2.73367, -0.77365], [2.57010, 1.93068, -0.66652], [0.84462, 2.88977, 1.80410], [2.57427, 3.26093, 1.39733], [2.84357, 1.65644, 3.08072], [2.79482, 0.42420, 1.74451], [0.73571, -0.62436, 4.52981], [2.48189, -0.48704, 3.83448], [1.14143, -1.49631, 2.98060], [-0.83624, 2.53673, 0.72820], [-2.30788, 1.50930, 0.93901], [-1.66903, 3.39543, -1.19663], [-1.14137, 1.84576, -1.95689], [1.12862, 5.37243, 3.11909], [2.25419, 4.69038, 3.33852], [0.45014, 5.52204, 3.98823], [1.23311, 6.41672, 2.74901], [0.41446, 4.94989, 2.36267]], "lumo_energy_ev": -2.063, "multiplicity": 1, "relative_energy_kj_mol": 424.77}

=====

{"formula": "C19H24CdCl2N5O2S3Si", "method": "wB97M-V/def2-TZVPD", "species": ["Cd", "C", "Si", "C", "C", "C", "C", "C", "C", "N", "C", "S", "H", "H", "H", "H", "H", "H", "H", "H", "H", "H", "H", "H", "Cl", "C", "Cl", "H", "H", "O", "C", "O", "C", "C", "C", "C", "C", "C", "S", "H", "H", "H", "H", "C", "C", "N", "N", "C", "S", "N", "N", "H", "H", "H", "H", "H", "H"], "coordinates": [[0.06922, -1.06449, -0.11600], [-1.28943, 3.18249, 3.62949], [0.45171, 2.79851, 4.17989], [0.39904, 2.28400, 5.98731], [1.45877, 4.38337, 4.04907], [1.40759, 1.47031, 3.24710], [2.71938, 1.27535, 3.66872], [3.54662, 0.33341, 3.07517], [3.01726, -0.39709, 2.02709], [1.77600, -0.24228, 1.59073], [0.95779, 0.65394, 2.18404], [-0.67225, 0.68627, 1.55729], [-1.69264, 3.98191, 4.25966], [-1.93932, 2.31184, 3.70568], [-1.31322, 3.51190, 2.59066], [-0.06342, 3.06499, 6.59672], [1.39822, 2.09372, 6.38527], [-0.18622, 1.36995, 6.10815], [1.00445, 5.18300, 4.63984], [1.50652, 4.71669, 3.00986], [2.48365, 4.24583, 4.40022], [3.11137, 1.87336, 4.48748], [4.56304, 0.17581, 3.40818], [3.60539, -1.14473, 1.50387], [-3.41021, -2.05239, 1.34975], [-4.19406, -1.46994, -0.11702], [-4.10540, 0.30902, -0.25603], [-5.24537, -1.72581, -0.06636], [-3.69311, -1.91722, -0.97249], [-2.83621, -3.42927, -2.16086], [-1.71003, -2.94156, -2.03501], [-1.48652, -1.72331, -1.70004], [-0.50909, -3.78841, -2.41829], [-0.57794, -4.38561, -3.67439], [0.45744, -5.15648, -4.17535], [1.58416, -5.35705, -3.38727], [1.65515, -4.78861, -2.12818], [0.62444, -3.99255, -1.61237], [0.81983, -3.41333, 0.04939], [-1.48177, -4.23911, -4.25343], [0.38340, -5.60136, -5.16031], [2.40822, -5.96037, -3.75101], [2.52678, -4.95083, -1.50636], [-2.05979, 2.30925, -4.25236], [-0.69357, 1.76657, -4.07675], [0.26397, 1.79644, -4.94473], [1.30211, 1.15684, -4.31435], [1.00995, 0.72170, -3.07739], [1.97274, -0.11185, -2.00605], [-0.28944, 1.13781, -2.92130], [-1.01068, 0.87451, -1.78964], [-2.15113, 2.73145, -5.24951], [-2.26522, 3.08172, -3.51024], [-2.80002, 1.51942, -4.12050], [2.17153, 1.00221, -4.78938], [-1.24763, 1.68226, -1.23454], [-1.73205, 0.16778, -1.91313]], "total_charge": -1, "lumo_energy_ev": 2.431, "multiplicity": 1, "relative_energy_kj_mol": 57.61}

=====

- Which formula does entry 6 have?
  C19H24CdCl2N5O2S3Si